No. 1
Entry from the OMol25 dataset: a molecular structure, C37H33N8O3RbS2 (ωB97M-V/def2-TZVPD).

Output
Charge   0
Relative energy (zero: lowest compared OMol25 entry of this formula, charge and spin)   0.239 eV
Frontier orbital gap   0.260 Ha
Electronic energy   -79295.351 eV

CARTESIAN COORDINATES (ANGSTROEM)
C -2.9141 -3.4884 -3.1083
C -3.5226 0.4032 2.2281
C 3.2901 0.4759 3.7531
C 2.4858 0.3302 -3.7105
S 2.0032 -1.9536 3.0663
C 1.1152 5.1487 -0.5291
H 1.3907 3.0533 2.8691
C 3.2243 6.4441 3.0717
C -2.9625 -0.8306 1.9070
H -5.0754 -5.6619 -5.4345
C 3.6184 -0.1626 -4.3943
S -1.9078 -2.4714 -2.0527
C 0.5955 4.2835 -1.4371
C 2.0227 4.8080 1.7893
H 3.0348 0.3426 4.8075
N 0.6084 2.9988 -0.9374
H 1.3103 2.2567 0.9167
H -4.3237 -3.4268 -6.1760
N -0.7809 -1.8138 -2.8783
H -5.0380 -0.4413 5.1394
O -1.4389 -3.3810 -1.0042
Rb -0.7239 0.3261 -1.1763
C -3.1497 -1.9173 2.7432
C 0.8673 -1.7960 1.7677
C 2.5214 -3.6918 -4.7177
C -4.2843 0.5355 3.3866
C 2.6793 6.0307 1.8694
C -4.2120 2.7405 1.3646
H 5.0028 0.2016 2.4556
H 5.4212 0.5917 4.1281
H -0.4167 -2.7975 0.4868
H -0.5023 -4.4949 -3.4451
C -4.4573 -0.5494 4.2328
H 2.7850 6.6546 0.9939
C 2.3002 -0.2535 2.9013
C 2.5344 -2.3060 -4.4189
H -2.9219 -2.0336 -4.6789
N 0.1117 -2.8404 1.3598
C -3.2720 1.5655 1.3266
H 1.2432 6.2150 -0.5513
H 4.8640 -1.0272 3.7101
C -3.3268 -4.7425 -2.6839
H 1.4216 -5.5007 -4.5571
H -4.0811 3.2889 2.3004
H -4.7340 1.4870 3.6398
N 1.4412 -0.3937 -3.4083
C 1.4362 -1.7103 -3.7640
H 4.4447 0.4977 -4.6200
O -2.3120 1.5645 0.5807
N 1.6164 0.2895 1.9578
H 3.3723 -4.1343 -5.2205
H 2.4570 1.3705 -3.3972
H -3.9835 3.4023 0.5338
N 0.7898 -0.5847 1.2860
H 3.7371 7.3940 3.1345
C -4.0487 -3.7940 -5.1956
H 4.4850 -1.9154 -5.2547
H -4.4349 -6.5031 -3.2004
H 0.4020 -3.7649 1.6242
C 1.1315 3.0908 0.2530
C 3.6362 -1.4801 -4.7398
H -2.7206 -2.8739 2.4759
C 1.9156 3.9975 2.9178
C 0.2797 -2.5066 -3.4301
N 1.4659 4.3779 0.5662
H -4.0311 -2.6229 4.5674
C 2.4712 4.4088 4.1136
C 0.3286 -3.8552 -3.7081
C 4.7290 0.0344 3.4977
N 4.1581 6.4024 6.4436
H -2.4210 -0.9474 0.9791
C -3.2692 -3.0089 -4.3620
C 3.7004 6.0617 5.4462
C 1.4424 -4.4377 -4.3504
H 2.3874 3.7823 4.9913
H -3.0249 -5.0953 -1.7080
C -3.8890 -1.7740 3.9107
H 0.2025 4.5106 -2.4138
C 3.1267 5.6348 4.1983
H 3.1725 1.5369 3.5266
C -4.4698 -5.0504 -4.7780
C -4.1100 -5.5228 -3.5248
H -5.2519 2.4169 1.3206
O -2.7679 -1.3977 -1.5727


No. 2
Entry from the OMol25 dataset: a molecular structure, C37H33N8OOsSSe (ωB97M-V/def2-TZVPD).

Output
Charge   +1
2S+1   5
Relative energy (zero: lowest compared OMol25 entry of this formula, charge and spin)   0.427 eV
Frontier orbital gap (spin up / spin down)   0.232 / 0.217 Ha
Electronic energy   -131513.914 eV

CARTESIAN COORDINATES (ANGSTROEM)
C -3.9316 3.7125 -2.8805
N 0.2591 -0.0377 2.8107
C 1.2678 -5.0926 0.0798
H -3.3049 4.3441 1.6145
H -1.8373 1.3327 -2.9178
H 3.7083 -2.4946 -0.4352
C 2.8030 -6.8050 -0.6684
H -3.9912 -3.6137 -2.2006
N -1.3137 4.0350 1.1106
H -3.2905 1.9709 1.2939
C 0.2121 -0.1239 3.9849
S 5.0714 -0.9528 1.3938
H 1.9574 1.1331 -3.1689
C 0.6581 3.3027 0.5319
C -2.6715 -6.5838 -1.2650
C -1.2777 2.7084 1.3443
Se 0.1721 -0.2104 5.7201
C -2.4493 4.9316 1.2829
H 3.0574 -7.5817 -1.3771
C 3.4038 0.8706 2.1260
Os 0.4831 0.1749 0.9028
O 0.6392 0.5018 -1.1503
C -3.9271 4.8223 -3.7534
C -3.5490 3.8131 -1.5623
H 5.5586 2.5375 4.8553
N -2.7344 5.6004 0.0569
C 2.1536 -4.7959 1.1254
C -3.5759 -5.6808 -1.8100
H 0.6240 2.2543 -3.5502
N -0.0878 2.2337 0.9901
H 2.1649 -1.7961 -0.4584
H 1.6715 3.1756 0.1922
H -1.8514 0.3129 -1.4356
C 3.6846 2.5437 3.8056
H 3.9964 -5.2683 2.1000
C 0.8947 1.2085 -3.3797
H -1.5147 -0.3893 -3.0321
N 2.7445 0.1579 1.1058
C 0.0580 -4.2859 -0.1044
C 5.4801 0.9894 3.3892
C -3.1520 6.1888 -1.9888
H 0.6362 0.6661 -4.2886
H -2.2155 5.6925 2.0270
H -4.2667 2.7569 -3.2633
N -2.4710 6.9260 -0.0810
C -1.4834 -6.1401 -0.7141
H 1.8941 -4.0199 1.8358
C 0.0890 0.7175 -2.2281
C -3.1603 5.0872 -1.1367
H 1.9036 2.3344 2.6402
H -4.2444 4.6806 -4.7769
C -1.3776 0.4904 -2.3978
C -0.0954 4.4234 0.5959
C 0.1623 -2.9474 0.2708
H 4.5882 -7.0612 0.4938
C 3.5098 -0.8151 0.6558
C 3.3362 -5.4991 1.2737
H -4.5033 -6.0323 -2.2406
H -3.5728 2.9596 -0.8978
H -2.8978 -7.6412 -1.2581
H 3.2941 3.3812 4.3664
C -2.1028 -3.8723 -1.2345
C -3.2862 -4.3228 -1.7863
H -2.1023 0.8827 2.0239
H -0.8064 -6.8520 -0.2628
C -3.5421 6.0704 -3.3260
H -3.5418 6.9279 -3.9830
H 6.4707 0.6135 3.6017
H -1.8834 -2.8126 -1.2134
C 4.6856 0.4045 2.4150
C 3.6666 -6.5080 0.3772
H 0.9679 -6.3317 -1.6546
C -2.3998 1.9248 1.9232
H 0.1075 5.4474 0.3374
C 2.8995 1.9593 2.8291
N 3.1640 -1.6498 -0.3423
H -2.6617 2.2929 2.9160
N -2.7185 7.2863 -1.2713
C 1.6167 -6.1075 -0.8190
C -1.1692 -4.7724 -0.6985
C 0.2829 -1.7501 0.5277
C 4.9641 2.0661 4.0858


No. 3
Entry from the OMol25 dataset: a molecular structure, C37H33N8OOsSSe (ωB97M-V/def2-TZVPD).

Output
Charge   +1
2S+1   5
Relative energy (zero: lowest compared OMol25 entry of this formula, charge and spin)   0.263 eV
Frontier orbital gap (spin up / spin down)   0.224 / 0.224 Ha
Electronic energy   -131514.077 eV

CARTESIAN COORDINATES (ANGSTROEM)
C -2.5950 2.4490 -2.9208
H 8.7843 -1.3961 0.0211
C 2.7282 -1.3351 0.8021
H -0.5674 4.3855 -2.6313
N 4.6319 -3.5055 -2.2681
N 1.8897 1.2605 -0.6983
H -5.8349 0.4939 6.6847
C -0.7032 -2.1301 0.2057
N 3.6161 0.6396 -1.8772
C 1.0825 1.2610 3.2107
C 4.4481 -0.0693 -2.8374
H 6.6319 -5.0014 -0.8904
H -2.6879 -2.5065 0.0392
H 2.9086 2.7391 0.4868
C 3.8532 -2.1356 0.9079
H -1.6315 4.5129 -1.2414
C 1.4825 -0.5410 -2.4152
C -4.3058 1.1475 5.3242
C -6.4526 0.3260 4.6351
C 7.0034 -1.0842 -1.0986
H 1.3848 -0.2423 -3.4619
N -1.9891 -1.7835 0.0159
C -5.3541 1.3469 0.4553
C -1.8589 1.1239 1.0397
C -5.8548 1.0830 -1.9064
H -0.0019 3.8185 -1.0338
H -2.6300 3.2675 -3.6360
H 5.0803 1.9614 -1.0090
C 2.2983 0.4466 -1.6641
H -6.8859 2.3507 1.5835
C 4.0576 1.6289 -1.0231
C 2.5481 -4.1297 0.5370
H -7.4267 -0.0781 4.8774
C 7.9298 -1.8665 -0.4465
H 2.4718 -5.2049 0.4491
O -0.9808 1.5248 -1.4940
H 5.3419 0.5301 -3.0009
C -5.5600 0.6449 5.6495
C 7.8007 -3.2693 -0.3680
H 4.6587 -4.1268 0.8636
Os 0.0045 1.1196 0.3467
C -6.1024 0.5111 3.3092
Se 1.5769 1.4484 4.8425
S -0.2267 -3.8088 0.1591
C -7.1011 1.6697 -1.7242
N 0.2702 -1.2769 0.3926
H 1.9532 -1.5246 -2.3985
C 2.9833 2.0055 -0.2971
C -4.8431 1.0254 2.9634
C 5.7883 -3.1449 -1.6031
C -6.6044 1.9624 0.6142
C -7.4628 2.1181 -0.4604
H -2.2654 -0.8655 0.3586
H -3.4919 2.4998 -2.2920
C -3.0599 1.1510 1.2860
H 2.7947 -0.2675 0.9484
C -3.9493 1.3316 4.0020
H 8.5621 -3.8329 0.1531
C -4.9908 0.9324 -0.8360
H -8.4201 2.6009 -0.3140
H 3.9087 -0.1753 -3.7762
H 7.1105 -0.0088 -1.1543
H -2.6128 1.4833 -3.4217
C 1.4257 -3.3233 0.4276
C 1.4962 -1.9325 0.5475
H -7.7813 1.7782 -2.5581
N 4.0828 -2.4557 -2.7269
H -5.5612 0.7336 -2.8886
H -6.7944 0.2208 2.5306
C -4.4309 1.1784 1.5736
C -1.4267 2.5525 -2.0099
H -4.0200 0.4745 -0.9890
C 6.7375 -3.9267 -0.9403
H 0.4877 -0.6175 -1.9862
C 3.7680 -3.5202 0.7736
N 0.7448 1.1339 2.0767
N 4.8319 -1.3684 -2.3905
C -0.8578 3.8930 -1.7015
C 5.9288 -1.7617 -1.6783
H -3.6040 1.3996 6.1085
H 4.8129 -1.6787 1.1118
H -2.9733 1.7301 3.7551


Question: The lowest electronic energy belongs to which entry?
Answer: number 3